Entry 1:
The molecule C15H16N2O3S2. Source: the Open Molecules 2025 dataset; level of theory: the ωB97M-V functional and the def2-TZVPD basis.

The geometry in XYZ format:
```
38
Properties=species:S:1:pos:R:3:mulliken_charge:R:1
C -3.6601 -1.6033 0.8126 -1.17
N -2.5673 -0.8567 0.2180 0.21
C -1.9870 -1.5026 -0.9461 -1.28
C -0.6236 -0.9147 -1.3014 0.56
O -0.4210 -0.4250 -2.3946 -0.63
N 0.3260 -0.9972 -0.3390 0.30
C 0.1613 -1.6665 0.9507 -0.55
C 1.4011 -1.2972 1.7808 -0.74
C 2.2673 -0.5637 0.8016 0.94
C 3.5322 -0.0473 0.9742 -0.76
C 4.1330 0.6175 -0.0869 -0.56
C 3.4692 0.7524 -1.2940 -0.60
C 2.1946 0.2360 -1.4784 -0.88
C 1.6003 -0.4186 -0.4144 -0.03
S -2.9974 0.7578 -0.0982 1.29
O -3.5637 0.8948 -1.4041 -0.70
O -3.7524 1.2084 1.0320 -0.70
C -1.4345 1.5791 -0.0517 0.03
C -0.7906 2.2332 -1.0556 -0.05
C 0.4121 2.8285 -0.6184 -0.74
C 0.6435 2.6220 0.7051 -0.46
S -0.6047 1.7017 1.4487 -0.20
H -3.2655 -2.5082 1.2759 0.34
H -4.4228 -1.8728 0.0752 0.38
H -4.1082 -0.9674 1.5718 0.40
H -1.8798 -2.5704 -0.7343 0.55
H -2.6310 -1.3711 -1.8256 0.41
H -0.7618 -1.3361 1.4274 0.21
H 0.1047 -2.7479 0.7846 0.41
H 1.1404 -0.6508 2.6210 0.28
H 1.9024 -2.1803 2.1783 0.41
H 4.0450 -0.1584 1.9178 0.46
H 5.1245 1.0276 0.0314 0.41
H 3.9499 1.2665 -2.1126 0.43
H 1.6789 0.3407 -2.4170 0.52
H -1.1665 2.2578 -2.0612 0.52
H 1.0716 3.3805 -1.2621 0.47
H 1.4797 2.9518 1.2884 0.51
```

SMILES string: CN(CC(=O)N1CCc2ccccc21)S(=O)(=O)c1cccs1
LUMO energy (eV): 0.426
Total energy (eV): -46607.48502
ΔE to the lowest compared entry with this formula, charge and spin (kcal/mol): 35.2



Entry 2:
A structure of composition C15H16N4O3Sc. Source: the Open Molecules 2025 dataset; level of theory: the ωB97M-V functional and the def2-TZVPD basis.

The geometry in XYZ format:
```
39
Properties=species:S:1:pos:R:3:mulliken_charge:R:1
Sc 0.2778 0.3483 1.0775 1.44
C 4.7105 0.0642 0.8931 -0.67
O 4.5562 -1.3560 0.9197 -0.48
C 3.6608 -1.9069 0.0654 0.37
C 4.0553 -3.0401 -0.6266 -0.47
C 3.1913 -3.6934 -1.4996 -0.73
C 1.9239 -3.1884 -1.6963 -0.97
C 1.5002 -2.0619 -0.9893 0.83
C 0.1749 -1.5377 -1.2914 -0.19
N -0.3663 -0.5712 -0.6469 0.25
N -1.5908 -0.0433 -1.1277 -1.01
C -1.9466 0.9800 -0.4271 0.64
O -1.2166 1.4436 0.6138 -0.85
C -3.1908 1.6936 -0.7770 0.51
C -3.4335 2.9523 -0.2357 -0.37
C -4.5916 3.6404 -0.5699 -0.61
C -5.5106 3.0666 -1.4368 -0.37
C -5.2725 1.8055 -1.9723 -0.64
C -4.1151 1.1189 -1.6461 -0.28
C 2.3658 -1.4377 -0.0767 0.63
O 1.9232 -0.3894 0.6656 -0.72
H 5.7178 0.2718 1.2414 0.32
H 4.5944 0.4444 -0.1231 0.33
H 3.9919 0.5523 1.5442 0.14
H 5.0672 -3.3972 -0.4706 0.45
H 3.5215 -4.5763 -2.0322 0.41
H 1.2432 -3.6545 -2.4021 0.39
H -0.3749 -1.9513 -2.1334 0.41
H -2.7111 3.3900 0.4409 0.37
H -4.7774 4.6230 -0.1537 0.39
H -6.4169 3.6017 -1.6959 0.39
H -5.9934 1.3576 -2.6445 0.39
H -3.9182 0.1373 -2.0568 0.42
N 0.3334 -0.4866 3.2416 -0.42
N 0.5652 0.9428 3.2749 -0.39
H -0.1307 -0.8104 4.0762 0.29
H 1.2407 -0.9351 3.1900 0.23
H 1.2526 1.2185 3.9598 0.29
H -0.3106 1.3845 3.5277 0.28
```

LUMO energy (eV): -3.611
Total energy (eV): -48614.00189
ΔE to the lowest compared entry with this formula, charge and spin (kcal/mol): 0.0
Net charge: +1



Entry 3:
A cluster of 9 separate species, C15H17BCl32FNO5S in total. Source: the Open Molecules 2025 dataset; level of theory: the ωB97M-V functional and the def2-TZVPD basis.

The geometry in XYZ format:
```
73
Properties=species:S:1:pos:R:3:mulliken_charge:R:1
C 1.0233 5.9959 0.2684 -0.49
C 1.4885 5.5845 1.6596 -0.47
O 1.5746 4.1781 1.7979 -0.31
C 2.8728 3.6705 1.6090 -0.45
C 2.7344 2.1664 1.4423 -0.12
O 3.9958 1.5540 1.2116 -0.33
C 4.5460 1.7406 -0.0421 -0.78
N 4.1653 0.7222 -1.0559 0.22
B 3.0639 1.0532 -2.0022 -0.08
O 2.2982 2.1769 -1.7592 0.07
C 2.7376 0.1587 -3.2449 -0.27
C 2.2003 0.9755 -4.4299 -1.06
S 4.0602 -0.8323 -0.5106 1.11
O 4.3854 -1.7314 -1.5548 -0.61
O 2.9124 -1.0301 0.2966 -0.50
F 5.3021 -0.7900 0.4562 -0.26
H 1.3563 7.0074 0.0277 0.35
H -0.0624 5.9722 0.1798 0.07
H 1.4263 5.3131 -0.4829 0.01
H 2.4603 6.0446 1.8794 0.33
H 0.7999 5.9430 2.4265 0.39
H 3.4984 3.8822 2.4841 0.28
H 3.3317 4.1414 0.7260 0.33
H 2.0061 1.9112 0.6682 0.08
H 2.3654 1.7437 2.3764 0.43
H 5.6282 1.7105 0.0668 0.24
H 4.2798 2.7095 -0.4705 0.34
H 2.7390 3.0209 -1.6793 0.17
H 1.9784 -0.5758 -2.9391 0.31
H 3.6169 -0.4158 -3.5365 0.32
H 2.9768 1.6238 -4.8430 0.34
H 1.3754 1.6220 -4.1243 0.21
H 1.8272 0.3211 -5.2179 0.21
Cl -0.3897 3.2324 -1.5235 -0.01
C -2.0924 3.5811 -1.2325 0.24
Cl -3.0117 2.0823 -1.3763 -0.04
Cl -2.2959 4.2368 0.3948 -0.12
Cl -2.6778 4.7572 -2.4195 -0.11
Cl -4.1902 0.1857 1.1875 -0.08
C -4.8213 -1.4075 0.7832 0.24
Cl -6.3874 -1.6600 1.5573 -0.06
Cl -4.9984 -1.5376 -0.9742 -0.11
Cl -3.7094 -2.6525 1.3535 0.02
Cl 0.6616 -2.5155 -6.0907 -0.11
C -0.9953 -2.0193 -5.7174 0.28
Cl -1.9539 -3.4395 -5.2958 -0.10
Cl -0.9709 -0.8934 -4.3590 -0.04
Cl -1.6916 -1.2188 -7.1268 -0.05
Cl -1.0784 -0.3874 6.7145 -0.05
C -0.0987 -0.3100 8.1816 0.30
Cl 1.5904 -0.6443 7.7721 -0.09
Cl -0.2239 1.3013 8.8911 -0.11
Cl -0.6692 -1.5174 9.3352 -0.07
Cl -1.5345 -4.6000 2.5973 -0.01
C -1.3263 -6.2504 2.0020 0.24
Cl -1.7135 -6.2977 0.2795 -0.10
Cl 0.3420 -6.7665 2.2390 -0.06
Cl -2.4186 -7.3350 2.8776 -0.08
Cl -8.3473 -3.8538 3.2962 -0.10
C -7.6642 -5.4211 2.8477 0.31
Cl -8.0042 -5.7408 1.1450 -0.09
Cl -5.9158 -5.3892 3.1008 -0.01
Cl -8.3867 -6.6856 3.8442 -0.11
Cl 0.2450 -4.0270 7.1168 -0.02
C -0.5287 -5.6123 7.1552 0.23
Cl -2.0479 -5.5014 8.0571 -0.12
Cl -0.8635 -6.1318 5.5046 0.03
Cl 0.5376 -6.7776 7.9478 -0.10
Cl -0.7396 3.4624 -9.7036 -0.10
C -0.6990 1.7837 -10.2501 0.35
Cl 0.1728 0.7997 -9.0755 -0.04
Cl -2.3534 1.1751 -10.4004 -0.11
Cl 0.1045 1.6937 -11.8193 -0.10
```

SMILES string: CCOCCOCN(B(O)CC)S(=O)(=O)F.ClC(Cl)(Cl)Cl.ClC(Cl)(Cl)Cl.ClC(Cl)(Cl)Cl.ClC(Cl)(Cl)Cl.ClC(Cl)(Cl)Cl.ClC(Cl)(Cl)Cl.ClC(Cl)(Cl)Cl.ClC(Cl)(Cl)Cl
LUMO energy (eV): 0.049
Total energy (eV): -442503.31961
ΔE to the lowest compared entry with this formula, charge and spin (kcal/mol): 0.0



Number 1: gap between HOMO and LUMO 8.74 eV. Number 2: gap between HOMO and LUMO 7.69 eV. Number 3: gap between HOMO and LUMO 10.21 eV.